No. 1
DFT (ωB97M-V with the def2-TZVPD basis set) results for a gas-phase ion, C3H7N2S (charge +1) at a distorted geometry.

Properties
HOMO-LUMO gap (alpha / beta) in eV: 7.29 / 7.41
M in u: 103.2
HOMO energy (alpha / beta) in eV: -11.77 / -11.86
Total charge: +1

CARTESIAN COORDINATES (ANGSTROEM)
C1 -2.238 -0.161 -0.633
C2 0.183 -0.885 0.291
C3 -0.003 1.351 -0.448
N1 -2.790 -0.995 -1.305
N2 0.619 0.450 0.634
S1 -1.821 1.419 -0.195
H1 0.074 -1.510 1.189
H2 0.285 -1.203 -0.771
H3 0.479 2.356 -0.446
H4 0.233 1.017 -1.468
H5 -2.694 -1.990 -1.334
H6 0.357 0.847 1.521
H7 1.603 0.758 0.412

Atomic forces in eV per Å
C 1.89 -1.65 -0.64
C -1.75 -0.63 0.64
C -0.43 1.04 -0.15
N 0.15 2.07 1.14
N 0.70 1.27 -3.99
S 0.00 0.54 -0.25
H 0.25 -0.01 -1.02
H 0.59 0.26 1.37
H -0.87 -0.27 0.56
H -0.08 -0.68 0.61
H 0.04 -0.56 0.08
H -0.19 -0.37 0.74
H -0.30 -1.02 0.92

***

No. 2
DFT (ωB97M-V with the def2-TZVPD basis set) results for a gas-phase ion, C3H7N2S2 (charge +1) at a distorted geometry.

Properties
HOMO-LUMO gap (alpha / beta) in eV: 3.93 / 3.94
M in u: 135.2
HOMO energy (alpha / beta) in eV: -12.25 / -12.25
Total charge: +1

CARTESIAN COORDINATES (ANGSTROEM)
C1 -0.737 -0.811 0.322
C2 0.181 0.337 -0.267
C3 -2.578 0.564 -0.075
N1 -2.113 -0.507 0.340
N2 1.549 0.113 -0.115
S1 -4.444 0.924 -0.115
S2 -5.242 -0.787 0.016
H1 -0.764 -1.679 -0.432
H2 -0.436 -1.226 1.256
H3 -0.231 0.653 -1.305
H4 -0.081 1.271 0.362
H5 -2.085 1.437 -0.538
H6 2.027 -0.331 -0.856
H7 2.124 0.352 0.559

Atomic forces in eV per Å
C 0.86 -0.43 -3.35
C -2.24 1.90 1.60
C -0.13 0.79 -0.71
N -1.99 0.96 0.61
N -2.29 -1.98 -4.70
S 0.51 -1.92 0.32
S 0.28 1.10 -0.05
H 0.53 0.79 1.04
H 0.33 -0.18 0.75
H 1.24 -0.89 1.28
H 0.29 -1.20 -0.72
H -0.19 -0.36 0.38
H 0.31 -0.45 -0.71
H 2.48 1.87 4.25

***

Summary of energy above the lowest of the compared OMol25 structures with the same formula, charge and spin in eV
5.058, 4.340
(order as listed above)